{"formula": "C34H41AsCoN3O6SSi", "method": "ωB97M-V with the def2-TZVPD basis set", "elements": ["H", "H", "H", "C", "H", "O", "H", "As", "H", "C", "C", "H", "H", "C", "C", "C", "C", "C", "H", "H", "H", "C", "C", "C", "H", "C", "H", "H", "H", "H", "C", "H", "H", "H", "C", "C", "C", "C", "C", "H", "N", "C", "C", "H", "H", "C", "C", "C", "C", "N", "Si", "H", "H", "C", "H", "C", "H", "C", "O", "O", "Co", "O", "H", "H", "S", "C", "H", "H", "H", "H", "C", "C", "C", "H", "O", "H", "C", "H", "H", "C", "H", "N", "H", "H", "C", "H", "H", "O"], "positions_angstrom": [[-1.76, -2.83, 4.94], [-2.68, 4.15, 4.81], [-0.08, -1.22, 4.21], [3.57, 1.33, -2.52], [-1.34, 5.91, -0.77], [-5.36, 0.13, -0.09], [-1.90, 3.06, -3.45], [3.33, -1.17, -1.10], [-2.93, 4.40, -2.91], [-0.34, -1.19, -3.26], [-3.69, -0.44, -1.58], [6.35, -2.13, -1.17], [7.13, -0.81, -0.31], [-2.34, -0.70, -1.73], [-1.94, -3.78, 3.04], [-0.47, -1.92, 3.50], [-1.42, -2.85, 3.91], [0.50, 2.33, 2.56], [4.94, -1.36, 0.78], [-0.14, 5.23, -1.89], [4.51, -0.51, -3.23], [-0.27, 3.35, 3.09], [6.26, -1.07, -0.91], [-4.54, -0.31, -2.67], [-0.48, 4.23, 2.49], [-0.47, 2.07, -0.88], [0.07, 5.04, -0.14], [-4.65, -0.38, -4.80], [0.57, 0.26, 5.26], [-3.71, 2.72, 0.15], [0.30, 1.13, -0.69], [-3.42, 2.73, -2.60], [-2.36, 2.88, 1.28], [-0.80, 2.09, 6.19], [-0.56, -2.88, 1.24], [4.99, -0.78, -0.14], [-1.57, -4.66, -0.55], [-1.52, -3.81, 1.68], [2.57, -3.77, -2.21], [-1.46, 4.49, 6.03], [-0.13, -2.83, -0.03], [-0.63, -3.69, -0.90], [-4.01, -0.47, -3.93], [2.75, -0.47, -3.41], [0.90, 2.40, 1.55], [-0.67, 5.06, -0.94], [-2.02, -4.72, 0.74], [0.76, 1.20, 3.33], [-1.62, 4.37, 4.96], [-4.22, -0.27, -0.22], [-1.64, 3.46, -1.02], [-3.22, 4.33, 0.71], [2.00, -3.21, -2.96], [0.30, 1.11, 4.64], [-5.59, -0.10, -2.51], [3.58, -0.18, -2.77], [-1.74, -0.75, -0.86], [-0.46, 2.14, 5.16], [2.70, 0.59, 1.77], [-0.03, -1.43, -4.42], [0.97, -0.71, -0.40], [-3.50, -0.55, 0.72], [-1.41, 5.32, 4.47], [4.38, 1.63, -1.85], [1.77, -0.06, 2.65], [-0.77, 3.27, 4.40], [2.87, -4.72, -2.65], [-0.27, -3.59, -1.92], [-2.22, -0.86, -5.08], [1.89, -3.97, -1.38], [-0.03, -1.89, 2.16], [-2.56, 3.40, -2.64], [-1.81, -0.86, -3.00], [4.28, -3.50, -0.91], [0.49, -1.25, -2.27], [3.70, 1.87, -3.47], [-2.65, -0.74, -4.10], [6.31, -0.49, -1.84], [4.93, 0.26, 0.17], [3.79, -2.98, -1.73], [2.63, 1.64, -2.08], [0.81, -0.99, 1.63], [-2.68, -4.50, 3.37], [-1.95, -5.34, -1.31], [-2.85, 3.34, 0.41], [-2.77, -5.44, 1.03], [4.51, -2.87, -2.54], [2.26, -0.89, 3.70]], "total_energy_ev": -169854.08245, "lumo_energy_ha": [-0.033, -0.116], "e_homo_ha": [-0.3093, -0.3116], "multiplicity": 5, "s_squared": 6.056, "e_above_lowest_kj_mol": 0.0}

{"formula": "C18H24N2O4", "method": "ωB97M-V with the def2-TZVPD basis set", "elements": ["H", "C", "C", "H", "H", "C", "C", "C", "H", "H", "H", "H", "H", "C", "O", "C", "C", "C", "H", "H", "H", "H", "H", "N", "C", "C", "H", "C", "H", "C", "C", "C", "O", "H", "N", "C", "C", "O", "H", "H", "H", "H", "O", "H", "C", "H", "H", "H"], "positions_angstrom": [[7.44, 0.70, 0.16], [-3.95, 2.04, 0.44], [5.39, 1.20, -0.26], [-5.39, 0.50, -1.44], [-3.95, 0.89, -2.42], [3.41, -1.93, -0.20], [-0.24, -2.25, 0.56], [-4.41, 0.14, -1.78], [2.73, 1.33, 0.38], [-4.74, 1.57, 1.04], [-2.60, 4.25, -0.50], [7.07, 0.88, -1.56], [0.50, 0.38, 0.77], [-1.14, 2.73, -0.04], [-1.20, -1.32, 0.74], [6.87, 1.28, -0.57], [1.09, -1.63, 0.35], [-3.27, 3.15, 1.23], [-2.45, 0.60, 0.94], [1.98, -3.52, -0.09], [4.23, -2.58, -0.46], [-0.67, 2.32, 0.86], [-0.36, 3.19, -0.65], [-3.55, -0.15, -0.65], [3.63, -0.56, -0.07], [-3.45, -1.44, -0.28], [-4.41, 2.47, -0.45], [-2.54, -1.80, 0.90], [-1.66, 4.57, 0.97], [1.31, -0.26, 0.49], [-1.82, 1.61, -0.82], [2.57, 0.27, 0.28], [-0.43, -3.44, 0.58], [-4.00, 3.90, 1.51], [4.92, -0.09, -0.30], [-2.92, 0.97, 0.03], [2.16, -2.46, 0.01], [-4.06, -2.33, -0.85], [-2.52, -2.89, 0.97], [-2.25, 2.03, -1.74], [-1.09, 0.85, -1.11], [-2.84, 2.73, 2.14], [4.71, 2.17, -0.01], [5.59, -0.80, -0.53], [-2.16, 3.79, 0.39], [7.19, 2.31, -0.52], [-4.56, -0.78, -2.33], [-2.94, -1.37, 1.83]], "total_energy_ev": -30227.43967, "lumo_energy_ha": 0.017, "e_homo_ha": -0.3265, "smiles": "CC(=O)Nc1ccc(C(=O)OCC(=O)N(C)C2CCCCC2)cc1", "e_above_lowest_kj_mol": 28.6}

{"formula": "C7H26O7", "method": "ωB97M-V with the def2-TZVPD basis set", "elements": ["H", "H", "C", "O", "C", "H", "C", "H", "H", "H", "H", "C", "C", "C", "H", "O", "H", "H", "H", "H", "H", "H", "H", "H", "O", "H", "H", "O", "O", "H", "O", "C", "H", "O", "H", "H", "H", "H", "H", "H"], "positions_angstrom": [[-0.78, 0.69, 4.01], [2.80, 1.38, -2.64], [-0.12, 0.39, -1.43], [2.63, -2.88, -0.28], [0.10, -0.57, 0.90], [3.36, 2.07, 1.08], [-0.27, 0.61, 3.06], [0.45, 1.19, -0.94], [4.17, 0.84, -0.34], [-2.53, -1.53, 0.24], [-1.91, 1.54, -1.81], [-0.77, -0.43, -0.35], [-1.95, -1.02, -0.51], [-1.08, 1.12, -2.38], [2.59, -3.83, -0.50], [3.99, 1.46, 1.49], [0.57, -1.55, 0.99], [-1.47, -0.97, 2.41], [4.09, -0.35, -1.30], [-1.48, 0.44, -3.13], [-2.51, 2.30, 1.45], [0.44, 1.40, 2.85], [1.72, -2.76, 0.01], [-4.57, -0.05, 0.56], [2.31, 1.43, -3.48], [-0.56, 1.91, -2.91], [3.54, 1.02, 2.22], [-3.30, 2.01, 1.92], [3.87, 0.59, -1.23], [-1.12, -4.24, -0.01], [-0.36, -4.04, 0.55], [-0.63, -0.32, 2.18], [-4.03, 1.20, -0.06], [-4.71, 0.53, -0.20], [0.95, 0.10, 0.84], [-2.46, -0.89, -1.45], [-3.04, 2.08, 2.84], [1.83, 2.26, -3.32], [0.68, -0.06, -2.01], [-0.40, -3.08, 0.70]], "total_energy_ev": -22011.91094, "lumo_energy_ha": 0.003, "e_homo_ha": -0.3583, "smiles": "C=CCC(=C)CC.O.O.O.O.O.O.O", "e_above_lowest_kj_mol": 171.2}